{
  "formula": "C37H94BBrClNO29PS8",
  "method": "ωB97M-V with the def2-TZVPD basis set",
  "total_charge": -1,
  "homo_energy_ev": -5.6,
  "gap_ha": 0.2684,
  "symbols": ["C", "C", "O", "C", "C", "C", "C", "C", "C", "N", "O", "P", "Cl", "C", "C", "C", "Br", "O", "C", "B", "O", "O", "C", "H", "H", "H", "H", "H", "H", "H", "H", "H", "H", "H", "H", "H", "H", "H", "H", "H", "H", "H", "H", "H", "H", "H", "H", "H", "H", "H", "H", "H", "H", "O", "S", "O", "O", "C", "C", "C", "H", "H", "H", "H", "H", "H", "H", "H", "O", "S", "O", "O", "C", "C", "C", "H", "H", "H", "H", "H", "H", "H", "H", "O", "S", "O", "O", "C", "C", "C", "H", "H", "H", "H", "H", "H", "H", "H", "O", "S", "O", "O", "C", "C", "C", "H", "H", "H", "H", "H", "H", "H", "H", "O", "S", "O", "O", "C", "C", "C", "H", "H", "H", "H", "H", "H", "H", "H", "O", "S", "O", "O", "C", "C", "C", "H", "H", "H", "H", "H", "H", "H", "H", "O", "S", "O", "O", "C", "C", "C", "H", "H", "H", "H", "H", "H", "H", "H", "O", "S", "O", "O", "C", "C", "C", "H", "H", "H", "H", "H", "H", "H", "H"],
  "coordinates": [[-2.4304, -5.5075, -3.7297], [-0.9456, -5.7584, -3.5874], [-0.2413, -4.5450, -3.7901], [0.5796, -4.1746, -2.6769], [-0.2059, -3.3746, -1.6228], [-0.4650, -4.1799, -0.3440], [-1.4289, -3.4472, 0.6207], [-1.0183, -3.4711, 2.0930], [-0.2084, -2.2484, 2.6433], [-0.3236, -2.2681, 4.1068], [-0.7594, -1.0327, 2.2718], [0.3672, 0.0210, 1.4955], [-0.7823, -0.0209, -0.4226], [-0.6266, 1.5875, 1.9585], [0.1897, 2.8320, 1.6672], [1.4707, 2.9618, 2.4560], [1.1400, 3.0402, 4.3886], [1.3253, -1.3663, 1.0723], [1.2491, -2.3379, 2.0882], [2.5007, -2.1341, 3.0641], [3.7265, -2.5369, 2.5749], [2.4818, -1.6258, 4.3270], [3.4345, -0.5932, 4.5701], [-2.5958, -4.8199, -4.5499], [-2.9742, -6.4211, -3.9405], [-2.8100, -5.0170, -2.8414], [-0.7401, -6.2001, -2.6178], [-0.6282, -6.4910, -4.3300], [1.0072, -5.0622, -2.2202], [1.3621, -3.5318, -3.0660], [-1.1277, -3.0089, -2.0507], [0.4293, -2.5609, -1.3207], [0.5124, -4.3562, 0.0932], [-0.8715, -5.1465, -0.6350], [-1.6177, -2.4391, 0.2844], [-2.3799, -3.9696, 0.5453], [-1.9357, -3.4545, 2.6786], [-0.5193, -4.4001, 2.3539], [-1.2822, -2.0609, 4.3486], [-0.0389, -3.1569, 4.5009], [1.0418, 0.2064, 2.7567], [1.3307, 0.7702, 0.7557], [-1.5384, 1.6541, 1.3792], [-0.8669, 1.5407, 3.0127], [-0.4086, 3.7258, 1.8165], [0.4817, 2.8087, 0.6186], [2.0212, 3.8455, 2.1713], [2.1230, 2.1240, 2.2852], [1.3330, -3.3748, 1.7485], [3.5547, -3.0228, 1.7507], [3.9711, -0.2964, 3.6763], [4.1741, -0.8933, 5.3095], [2.8993, 0.2703, 4.9525], [1.1598, 2.9571, -3.5214], [0.7154, 1.8885, -4.3637], [1.6255, 1.2818, -5.2901], [-0.5799, 2.3944, -5.1642], [-0.4807, 3.6247, -5.9032], [0.2999, 3.4800, -7.1932], [-0.0906, 0.6521, -3.4137], [-0.0531, 4.4035, -5.2685], [-1.5083, 3.9104, -6.1304], [1.3477, 3.2578, -6.9978], [0.2463, 4.4073, -7.7641], [-0.1036, 2.6651, -7.7950], [-0.7972, 1.1274, -2.7457], [0.6679, 0.1273, -2.8410], [-0.5888, -0.0351, -4.0949], [-1.4036, -5.6676, -8.9189], [-0.0776, -5.9773, -9.3567], [0.4273, -7.3119, -9.2466], [0.9415, -4.9651, -8.6833], [0.9358, -4.8449, -7.2381], [1.5942, -6.0356, -6.5711], [0.1406, -5.4240, -11.0142], [-0.0829, -4.7004, -6.8782], [1.4931, -3.9392, -7.0117], [1.0188, -6.9467, -6.7313], [1.6699, -5.8692, -5.4965], [2.5917, -6.2015, -6.9794], [-0.2200, -4.4027, -11.0939], [-0.4425, -6.0858, -11.6504], [1.1948, -5.4900, -11.2678], [-0.1459, 7.0827, -6.1555], [-1.5218, 7.2404, -6.5135], [-2.0747, 6.5136, -7.6156], [-1.8194, 8.7947, -6.7098], [-0.9845, 9.5222, -7.6317], [-1.3163, 9.2258, -9.0813], [-2.5351, 6.9897, -5.0968], [0.0653, 9.3194, -7.4134], [-1.1667, 10.5729, -7.4149], [-1.0832, 8.1943, -9.3400], [-0.7398, 9.8795, -9.7365], [-2.3784, 9.3807, -9.2707], [-2.1299, 7.5626, -4.2679], [-2.5103, 5.9259, -4.8710], [-3.5491, 7.3003, -5.3323], [-1.1086, -10.2031, -1.9364], [-2.0162, -10.4294, -3.0184], [-2.6252, -9.3314, -3.6990], [-3.1453, -11.4459, -2.5364], [-3.8857, -11.1001, -1.3474], [-4.9023, -10.0017, -1.5897], [-1.2606, -11.4831, -4.2087], [-3.1917, -10.8313, -0.5493], [-4.3901, -12.0167, -1.0478], [-4.4180, -9.0566, -1.8300], [-5.5107, -9.8539, -0.6972], [-5.5535, -10.2597, -2.4247], [-0.8155, -12.3312, -3.6966], [-0.4958, -10.8953, -4.7111], [-2.0160, -11.8043, -4.9204], [10.6180, -2.8461, 3.2039], [9.7160, -3.0049, 2.1030], [9.0544, -1.8716, 1.5401], [8.6463, -4.1197, 2.4758], [7.8830, -3.9476, 3.6930], [6.7914, -2.9046, 3.5645], [10.5124, -3.8986, 0.8114], [8.5618, -3.7226, 4.5177], [7.4412, -4.9221, 3.8917], [7.2078, -1.9074, 3.4275], [6.1731, -2.8928, 4.4616], [6.1559, -3.1129, 2.7087], [10.9959, -4.7742, 1.2345], [11.2488, -3.2310, 0.3705], [9.7676, -4.1784, 0.0718], [-2.1583, 6.4488, 9.1371], [-2.6274, 6.6046, 7.7893], [-3.9162, 6.1108, 7.4179], [-1.5291, 6.0453, 6.7976], [-1.0637, 4.6853, 6.9839], [-2.0714, 3.6574, 6.5126], [-2.5020, 8.2955, 7.3184], [-0.7909, 4.5272, 8.0289], [-0.1565, 4.5996, 6.3921], [-2.9707, 3.6685, 7.1282], [-1.6349, 2.6602, 6.5627], [-2.3708, 3.8594, 5.4849], [-1.5139, 8.6620, 7.5839], [-3.2712, 8.8372, 7.8645], [-2.6757, 8.3705, 6.2488], [-3.7611, 3.3820, -0.6209], [-4.7021, 3.0781, -1.6509], [-5.4712, 4.1214, -2.2645], [-5.6907, 1.9447, -1.1244], [-6.3762, 2.1827, 0.1194], [-7.5132, 3.1769, -0.0190], [-3.9263, 2.1295, -2.9137], [-5.6585, 2.4992, 0.8778], [-6.7639, 1.2123, 0.4223], [-7.1440, 4.1722, -0.2606], [-8.0698, 3.2383, 0.9168], [-8.1919, 2.8748, -0.8168], [-3.3637, 1.3168, -2.4591], [-3.2543, 2.7960, -3.4509], [-4.6919, 1.7497, -3.5849], [1.4430, 8.3378, 10.0515], [1.0893, 8.0867, 11.4159], [1.2221, 9.1248, 12.3939], [1.8862, 6.7979, 11.9150], [3.3183, 6.7948, 11.7606], [4.0192, 7.6776, 12.7752], [-0.5258, 7.4028, 11.5018], [3.5772, 7.0780, 10.7392], [3.6189, 5.7581, 11.8982], [3.7832, 8.7287, 12.6182], [5.0996, 7.5549, 12.6920], [3.7095, 7.4182, 13.7875], [-0.6112, 6.6002, 10.7797], [-1.2235, 8.2002, 11.2601], [-0.6999, 7.0448, 12.5132]]
}